No. 1
42
Properties=species:S:1:pos:R:3:forces:R:3:nbo_charge:R:1 method="wB97M-V/def2-TZVPD" homo_energy_ev=-8.3 charge=0
C -1.608 -4.891 -1.224 -0.1 0.6 1.1 -0.64
C -1.941 -3.367 -1.112 -0.2 1.7 -0.2 0.01
C -3.288 -2.836 -0.978 1.9 1.0 0.0 -0.22
C -3.477 -1.395 -0.858 1.6 -0.6 -0.1 -0.19
C -2.373 -0.428 -0.856 0.6 -1.3 -0.4 -0.07
C -2.624 1.123 -0.711 -0.9 -1.2 0.1 -0.24
C -3.794 1.307 0.360 1.0 -0.1 -0.7 -0.61
C -3.089 1.782 -2.062 0.0 0.9 0.6 -0.61
C -1.008 -0.965 -1.004 -2.7 -1.6 -0.1 0.35
O 0.080 -0.058 -0.996 0.0 -1.0 0.7 -0.52
C 1.174 -0.645 -0.300 -0.5 -0.7 -0.2 0.09
N 2.125 0.349 0.238 -2.1 -0.4 -2.0 -0.18
N 2.677 0.008 1.404 2.5 2.5 1.1 -0.35
C 3.556 1.033 1.736 -1.4 -0.5 -2.0 0.27
N 3.512 1.970 0.746 -0.9 -0.8 0.0 -0.43
C 2.599 1.557 -0.227 1.9 -1.7 4.1 0.57
N 2.248 2.125 -1.390 -0.2 0.2 -0.6 -0.83
C -0.839 -2.413 -1.141 -0.8 0.7 0.2 -0.32
H -2.531 -5.517 -1.089 0.9 0.6 -0.5 0.23
H -1.031 -5.153 -2.141 -0.7 0.2 0.6 0.23
H -0.949 -5.146 -0.346 -0.6 0.2 -0.9 0.22
H -4.145 -3.550 -0.960 0.7 0.9 0.0 0.23
H -4.514 -1.022 -0.732 0.9 -0.3 -0.2 0.22
H -1.672 1.580 -0.335 -0.9 -0.3 -0.4 0.22
H -3.856 2.395 0.609 -0.2 -1.0 0.0 0.22
H -4.751 0.946 -0.103 0.8 0.5 0.6 0.20
H -3.535 0.671 1.248 -0.5 0.8 -0.6 0.22
H -3.327 2.861 -1.819 0.3 -1.0 -0.3 0.21
H -2.300 1.806 -2.855 -0.7 -0.3 0.6 0.22
H -4.058 1.346 -2.428 1.1 0.1 0.2 0.21
H 0.750 -1.194 0.589 0.6 0.4 -0.9 0.20
H 1.721 -1.353 -0.975 -0.3 0.6 0.6 0.19
H 2.515 -0.828 1.957 -0.3 0.1 -0.6 0.45
H 4.175 0.971 2.673 -0.3 0.8 -0.9 0.33
H 1.941 3.093 -1.454 0.5 -0.5 0.2 0.44
H 2.363 1.607 -2.254 -0.3 0.2 0.4 0.42
H 0.188 -2.835 -1.264 -1.0 0.4 0.1 0.21
O 4.796 1.984 3.953 -0.3 -0.3 0.2 -0.93
Cl 5.825 3.022 4.012 0.8 0.8 0.2 2.55
O 6.657 2.920 2.837 -0.2 -0.2 0.0 -0.87
O 6.620 2.829 5.196 -0.2 -0.2 -0.1 -0.85
O 5.188 4.312 4.052 -0.1 -0.3 -0.1 -0.85

---

No. 2
16
Properties=species:S:1:pos:R:3:forces:R:3:nbo_charge:R:1 method="wB97M-V/def2-TZVPD" homo_energy_ev=-11.6 charge=0 smiles=CC.CC relative_energy_ev=0.211
C 0.869 -1.821 -1.141 0.4 -0.2 0.2 -0.61
C 1.047 -0.647 -2.097 0.2 -0.3 0.1 -0.61
H 0.660 -2.751 -1.671 0.0 0.0 -0.1 0.20
H 1.780 -1.974 -0.562 0.1 -0.1 0.0 0.20
H 0.081 -1.707 -0.402 -0.2 0.3 -0.1 0.20
H 1.298 0.268 -1.568 -0.4 0.2 0.2 0.20
H 0.161 -0.529 -2.716 0.0 0.3 -0.1 0.20
H 1.917 -0.805 -2.736 -0.1 -0.2 -0.2 0.20
C -0.782 1.990 1.623 0.6 -0.1 1.5 -0.61
C -1.207 0.528 1.576 -0.3 -0.4 -0.9 -0.61
H -0.831 2.311 2.670 -0.3 0.4 -0.2 0.20
H 0.282 2.096 1.397 0.0 -0.2 -0.2 0.20
H -1.308 2.694 0.987 -0.3 -0.2 -0.1 0.21
H -2.280 0.330 1.514 -0.1 0.5 -0.3 0.20
H -0.943 -0.082 2.441 0.6 0.3 0.1 0.21
H -0.744 0.099 0.684 -0.2 -0.4 0.1 0.20

---

No. 3
29
Properties=species:S:1:pos:R:3:forces:R:3:nbo_charge:R:1 method="wB97M-V/def2-TZVPD" homo_energy_ev=-9.7 charge=0 smiles="C[C@H](N)C(=O)N[C@@H](CCC(=O)O)C(=O)O" relative_energy_ev=5.486
C 2.978 0.003 -0.007 -3.3 -0.8 2.0 -0.14
C 1.494 0.021 0.617 -0.5 -2.2 -1.0 0.71
C 3.532 1.373 0.335 1.3 1.4 -0.9 -0.66
C -0.733 -1.099 0.741 -0.7 -1.6 -0.7 -0.17
C -1.535 -2.210 0.040 0.8 1.8 3.7 0.81
C -1.722 0.028 0.765 2.2 4.7 -0.9 -0.41
C -2.110 0.485 -0.753 1.5 -3.8 -1.2 -0.56
C -2.468 1.908 -0.525 2.3 5.3 0.3 0.78
H 3.856 -0.738 -1.571 0.0 -0.2 -1.2 0.37
H 2.177 -0.264 -2.085 3.0 -1.0 2.8 0.37
H 3.466 -0.717 0.654 0.1 -0.1 0.1 0.20
H 3.057 1.782 1.349 1.8 -1.2 -2.0 0.28
H 3.122 2.053 -0.422 0.1 0.2 0.1 0.21
H 4.714 1.401 0.120 -2.6 0.1 1.2 0.21
H 0.709 -1.540 -0.803 0.4 0.4 0.7 0.45
H -0.583 -1.512 1.744 0.5 0.5 0.1 0.24
H -2.576 0.022 1.450 0.4 -0.6 -0.3 0.25
H -1.027 0.978 1.057 -1.8 -2.1 -0.1 0.25
H -3.134 0.066 -1.159 2.3 0.1 0.8 0.24
H -1.149 -0.068 -1.381 -2.8 2.8 1.2 0.26
H -4.142 2.444 0.412 0.6 -0.4 -0.2 0.50
H -3.270 -2.985 -0.170 1.8 1.7 3.8 0.50
N 2.891 -0.711 -1.288 -1.7 2.2 -1.7 -0.85
N 0.533 -0.877 -0.046 -0.2 1.9 3.0 -0.69
O 1.200 0.634 1.629 0.1 -0.7 -1.2 -0.61
O -1.016 -2.712 -0.878 -0.7 -2.4 -3.0 -0.58
O -1.835 3.097 -0.623 -4.4 -7.4 0.6 -0.59
O -3.695 1.623 0.106 0.3 3.3 -0.4 -0.71
O -2.733 -2.484 0.689 -0.9 -2.0 -5.5 -0.68

---

No. 4
10
Properties=species:S:1:pos:R:3:forces:R:3:nbo_charge:R:1 method="wB97M-V/def2-TZVPD" homo_energy_ev=-2.5 charge=-1 relative_energy_ev=2.123
C -1.553 0.757 2.719 -0.6 0.5 0.9 0.64
C -1.052 0.001 1.781 1.2 -0.1 -0.8 -0.67
C 0.967 -0.443 -1.938 -1.0 -2.3 -0.5 -0.64
O -1.953 1.548 3.539 0.6 -1.6 -1.6 -0.57
S 0.287 0.951 0.929 -0.3 0.2 0.5 -0.62
Br 2.038 0.068 -3.454 0.2 -0.3 -0.4 -0.08
H 1.165 0.256 -1.182 -0.5 1.0 0.8 0.27
H -1.010 -1.044 1.379 -1.1 1.2 1.3 0.26
H 1.186 -1.434 -1.520 1.0 0.2 -0.4 0.21
H -0.074 -0.659 -2.251 0.4 1.3 0.1 0.21

---

No. 5
12
Properties=species:S:1:pos:R:3:forces:R:3:nbo_charge:R:1 method="wB97M-V/def2-TZVPD" homo_energy_ev="-14.1 / -13.9" charge=+1 multiplicity=2 relative_energy_ev=1.690
C 1.100 -1.368 0.086 0.6 0.2 0.3 -0.07
N 1.259 -1.329 1.344 -1.6 0.3 -0.9 -0.52
H 0.658 -2.205 -0.449 0.5 -0.5 0.1 0.19
H 1.450 -0.525 -0.542 -0.6 0.0 -0.2 0.13
H 1.321 -0.334 1.573 1.2 -0.2 0.6 0.33
C -1.490 0.107 -0.189 -1.8 0.4 0.8 -0.85
S -0.704 1.118 -1.435 0.9 -0.3 0.6 0.65
S 0.156 2.595 -0.269 -0.8 -0.6 0.1 0.07
H -2.592 0.181 -0.252 0.2 0.6 -0.2 0.30
H -1.423 -0.985 -0.201 0.9 0.1 -0.7 0.31
H -1.183 0.473 0.785 0.0 -0.1 0.0 0.27
H 1.447 2.272 -0.453 0.1 0.0 -0.6 0.19

---

No. 6
139
Properties=species:S:1:pos:R:3:forces:R:3:mulliken_spin:R:1 method="wB97M-V/def2-TZVPD" homo_energy_ev="-11.8 / -11.8" charge=+2 multiplicity=2
Al -20.167 -14.583 -12.994 0.4 -2.3 1.3 -0.33
B -19.207 -17.067 -11.662 -0.4 0.7 -0.6 -0.14
H -18.454 -16.387 -12.029 3.3 2.6 -1.1 -0.03
H -18.813 -17.904 -11.107 1.7 -3.1 2.0 -0.01
H -19.942 -16.568 -11.049 -3.0 2.2 2.6 0.00
H -19.697 -17.370 -12.574 -2.1 -1.7 -3.4 0.01
O -18.880 -16.254 -15.160 0.7 0.4 -0.6 -0.06
C -18.343 -16.737 -16.142 -0.1 -0.3 1.1 0.00
O -17.119 -16.572 -16.579 0.0 0.3 -0.3 0.00
B -16.928 -17.467 -17.765 1.9 -0.6 -1.6 0.00
O -18.166 -18.263 -17.874 1.6 0.3 -0.7 0.00
C -18.964 -17.852 -16.971 -3.5 -0.7 0.9 0.00
O -20.079 -18.296 -16.763 0.8 0.5 0.1 0.00
O -16.598 -16.801 -19.058 -2.8 1.4 1.8 0.00
C -15.464 -17.148 -19.537 2.3 -2.2 -0.7 0.00
O -14.904 -16.759 -20.513 -0.1 0.3 0.0 0.00
C -14.944 -18.334 -18.611 3.1 0.0 -1.6 0.00
O -15.743 -18.358 -17.585 -1.3 -0.3 1.7 0.00
O -13.924 -19.004 -18.769 -2.5 1.3 0.5 0.00
C -26.350 -16.830 -11.377 -1.4 0.4 -0.5 0.00
O -25.002 -16.507 -11.258 1.4 -0.3 0.3 0.00
C -24.131 -17.639 -11.306 0.2 0.2 0.3 -0.03
C -22.661 -17.120 -11.527 -1.2 -0.5 0.3 -0.01
N -22.655 -16.378 -12.810 0.8 -1.4 0.2 -0.24
C -22.565 -17.346 -13.926 0.4 0.8 -1.5 0.00
C -22.674 -16.630 -15.314 -0.5 -0.8 0.5 -0.01
O -21.742 -15.607 -15.393 0.8 1.0 1.2 0.00
C -21.539 -15.059 -16.661 1.3 0.3 -0.9 -0.01
H -26.860 -17.286 -10.529 0.6 -0.2 0.5 0.00
H -26.541 -17.483 -12.229 0.1 0.0 -0.3 0.00
H -26.875 -15.888 -11.535 0.0 0.0 -0.2 0.00
H -24.510 -18.320 -12.068 0.4 0.0 -0.6 0.00
H -24.218 -18.246 -10.405 0.3 0.2 0.5 0.00
H -21.927 -17.926 -11.527 -0.2 -0.1 -0.4 0.00
H -22.377 -16.527 -10.658 -0.2 0.5 -0.3 0.00
H -23.598 -16.023 -12.885 -0.2 1.1 0.0 0.01
H -23.338 -18.108 -13.833 -0.4 0.2 -0.1 -0.03
H -21.645 -17.930 -13.950 0.4 0.5 0.5 0.00
H -23.650 -16.193 -15.526 -0.5 -0.2 0.3 -0.01
H -22.477 -17.392 -16.068 0.1 -0.1 -0.1 0.00
H -20.605 -14.496 -16.685 0.4 -0.1 0.6 0.00
H -22.223 -14.279 -16.993 -0.9 -0.6 0.1 0.00
H -21.339 -15.861 -17.371 -0.6 0.0 -0.3 0.00
C -18.962 -23.157 -11.320 -0.2 0.9 -0.7 0.00
O -18.714 -22.269 -12.451 0.3 1.1 1.5 0.00
C -18.565 -20.856 -12.045 -1.0 -0.8 -1.2 0.00
C -18.069 -20.025 -13.226 -0.6 -0.2 0.4 0.02
N -16.729 -20.430 -13.601 0.8 0.7 0.5 0.12
C -16.175 -19.807 -14.811 1.0 -1.6 -1.6 -0.02
C -14.696 -20.270 -15.090 -0.3 -1.2 1.2 0.00
O -14.651 -21.738 -14.992 -1.0 2.0 0.3 0.00
C -13.343 -22.267 -15.026 -0.9 -0.4 -0.1 0.00
H -19.168 -24.161 -11.691 0.7 0.1 -0.2 0.00
H -19.868 -22.911 -10.767 -0.2 0.5 -0.1 0.00
H -18.133 -23.072 -10.617 0.2 -0.5 0.0 0.00
H -17.952 -20.661 -11.165 0.5 -0.6 0.2 0.01
H -19.534 -20.433 -11.782 -0.3 -0.2 0.1 0.00
H -18.180 -18.977 -12.945 0.5 0.1 0.0 -0.01
H -18.757 -20.141 -14.063 -0.2 -0.2 -0.2 0.01
H -16.807 -21.418 -13.795 0.5 -0.5 0.2 0.00
H -16.298 -18.727 -14.888 0.1 -0.1 0.3 0.00
H -16.672 -20.297 -15.649 -0.6 0.5 -0.3 0.01
H -14.075 -19.843 -14.303 0.5 0.0 0.2 0.00
H -14.252 -20.024 -16.055 -0.6 0.6 -0.1 0.00
H -12.748 -21.757 -15.783 0.3 -0.2 0.1 0.00
H -13.537 -23.312 -15.268 0.6 0.0 -0.2 0.00
H -12.905 -22.242 -14.028 0.4 0.3 0.0 0.00
C -23.015 -13.698 -10.655 -1.1 0.1 0.5 0.00
O -21.656 -13.934 -10.581 2.1 0.0 -1.4 -0.02
C -21.040 -13.551 -9.357 -0.8 -1.0 -0.8 0.00
C -19.686 -14.228 -9.288 -0.1 1.6 0.9 -0.02
N -18.772 -13.817 -10.344 -1.2 -0.7 -0.1 -0.05
C -17.498 -14.485 -10.174 0.4 0.7 -1.7 -0.03
C -16.663 -14.065 -11.386 0.1 -0.5 -0.1 0.00
O -17.344 -14.297 -12.633 0.7 -0.1 0.6 -0.02
C -16.400 -14.189 -13.704 -0.5 0.7 -0.5 -0.01
H -23.398 -14.422 -9.936 -1.2 0.4 0.0 0.00
H -23.445 -13.845 -11.646 0.5 -0.6 -0.1 0.00
H -23.278 -12.660 -10.452 0.0 0.1 0.6 0.00
H -21.649 -13.930 -8.537 -0.1 -0.1 0.2 0.00
H -21.087 -12.466 -9.268 0.6 0.2 0.0 0.00
H -19.735 -15.307 -9.142 -0.1 0.1 -0.5 0.01
H -19.269 -13.765 -8.394 0.2 -0.5 0.8 0.00
H -18.601 -12.846 -10.126 0.0 0.5 -0.6 0.00
H -17.604 -15.570 -10.171 -0.2 0.1 0.2 0.01
H -17.011 -14.068 -9.292 0.3 -0.5 0.3 0.00
H -15.730 -14.627 -11.361 0.1 -0.2 -0.2 0.00
H -16.367 -13.019 -11.316 -0.2 0.3 0.0 0.00
H -15.859 -13.247 -13.624 0.0 0.2 0.0 0.00
H -16.989 -14.183 -14.622 0.2 -0.1 0.0 0.00
H -15.639 -14.968 -13.762 -0.3 -0.4 0.3 0.00
C -11.590 -20.496 -10.653 1.0 0.5 -0.1 0.00
O -12.406 -21.523 -10.104 1.5 1.4 -0.1 0.01
C -13.641 -21.665 -10.716 -0.3 -1.4 0.4 0.03
C -14.603 -20.511 -10.399 0.3 -1.3 0.0 -0.01
N -14.836 -19.665 -11.519 0.1 0.9 2.0 0.69
C -15.321 -18.376 -11.213 -0.6 1.6 -0.4 0.03
C -14.257 -17.407 -10.603 -0.8 0.2 -1.5 0.07
O -14.679 -16.702 -9.467 0.7 -1.1 1.0 0.00
C -14.334 -17.361 -8.230 -0.7 0.8 -0.4 0.00
H -10.600 -20.436 -10.200 -0.2 -0.7 0.7 0.00
H -11.953 -19.478 -10.513 -0.7 0.0 0.1 0.00
H -11.308 -20.577 -11.703 -0.7 -0.5 -0.4 0.00
H -13.949 -22.611 -10.269 -0.8 0.1 0.0 0.00
H -13.528 -21.896 -11.775 -0.2 0.5 -0.3 0.00
H -14.299 -20.078 -9.446 0.5 0.9 -0.4 0.01
H -15.601 -20.832 -10.101 -0.4 -0.8 -0.3 0.05
H -15.349 -20.069 -12.289 -0.5 -1.1 -2.0 -0.02
H -16.210 -18.445 -10.585 0.0 -0.1 0.7 0.01
H -15.781 -17.937 -12.098 0.3 0.0 -0.3 0.00
H -14.128 -16.627 -11.354 0.2 -0.1 -0.1 0.02
H -13.326 -17.973 -10.600 0.3 0.3 0.9 -0.03
H -14.988 -18.209 -8.024 0.1 -0.5 -0.3 0.00
H -14.573 -16.644 -7.445 0.3 0.2 0.0 0.00
H -13.278 -17.631 -8.198 0.0 -0.1 0.0 0.00
C -18.161 -18.368 -8.460 0.2 1.4 1.0 -0.01
O -18.245 -18.900 -7.133 -0.2 -0.1 0.6 0.02
C -18.730 -18.021 -6.110 0.1 -1.6 0.0 0.02
C -17.631 -17.258 -5.367 -1.6 -0.5 0.5 0.06
N -16.601 -18.023 -4.677 1.8 3.3 -1.9 0.76
C -15.626 -17.122 -4.049 0.9 -0.8 2.2 0.04
C -14.551 -17.812 -3.146 -0.3 -0.3 -0.7 0.02
O -13.794 -18.783 -3.845 -2.4 2.1 -2.1 0.00
C -13.127 -19.707 -3.097 0.8 -1.1 1.3 0.00
H -17.426 -17.567 -8.385 0.3 0.3 -0.5 0.00
H -19.093 -17.879 -8.745 -0.1 -0.4 -0.3 0.00
H -17.806 -19.079 -9.205 -0.4 -0.3 0.5 0.00
H -19.218 -18.659 -5.373 0.0 -0.3 0.0 0.00
H -19.528 -17.342 -6.407 0.3 0.3 -0.5 0.00
H -18.102 -16.645 -4.598 0.0 0.2 0.0 0.01
H -17.225 -16.562 -6.101 0.9 0.0 0.0 0.03
H -16.055 -18.637 -5.263 -0.3 -1.5 -0.1 -0.02
H -16.103 -16.421 -3.365 -0.4 0.1 -0.3 0.01
H -15.077 -16.523 -4.776 -0.3 -0.2 -0.8 0.04
H -15.166 -18.177 -2.323 0.5 -0.7 0.4 0.00
H -13.883 -17.035 -2.774 -0.1 0.2 0.1 0.00
H -12.677 -20.458 -3.747 0.0 0.2 -0.1 0.00
H -13.841 -20.214 -2.448 0.2 -0.2 0.4 0.00
H -12.341 -19.192 -2.544 0.1 -0.4 0.4 0.00

---

no.,E_tot (eV)
1,-42498.1497
2,-4342.3174
3,-21737.1134
4,-86100.5362
5,-25337.4429
6,-88768.3127